1.
DFT (ωB97M-V/def2-TZVPD) results for an isolated molecule of C5H12SSi at a distorted geometry.

* molecular weight: 132.30 g mol⁻¹
* energy above the lowest of the compared OMol25 structures with the same formula, charge and spin: 63.7 kcal per mole
* DFT total energy: -24089.9892 eV

Structure (XYZ):
```
19
Properties=species:S:1:pos:R:3:nbo_charge:R:1
S 1.350 1.675 0.788 0.721
Si -0.480 -0.427 -0.362 1.617
C 1.265 0.181 0.004 -1.034
C -0.867 -0.503 -2.145 -1.172
C 2.926 2.207 1.096 -0.798
C -1.621 0.828 0.475 -1.122
C -0.715 -2.137 0.604 -1.065
H -1.633 0.361 1.561 0.231
H -1.352 -1.881 1.452 0.232
H -0.992 -3.051 -0.016 0.237
H 3.022 3.090 1.743 0.239
H -2.718 0.688 0.044 0.244
H 2.197 -0.327 0.014 0.229
H -1.902 -1.018 -2.390 0.248
H -1.324 1.821 0.653 0.240
H 3.763 1.503 0.706 0.226
H 0.181 -2.320 1.075 0.227
H -0.872 0.554 -2.600 0.253
H -0.230 -1.243 -2.700 0.249
```


2.
DFT (ωB97M-V/def2-TZVPD) results for C32H83InNO11 as an isolated structure at a distorted geometry.

* molecular weight: 772.83 g mol⁻¹
* net charge: -1
* DFT total energy: -63712.7768 eV

Structure (XYZ):
```
128
Properties=species:S:1:pos:R:3:mulliken_charge:R:1
In -2.202 5.084 -2.334 0.708
O -5.643 7.394 -0.845 -0.470
O -3.173 0.386 4.966 -0.479
O 6.446 -5.401 -1.286 -0.431
O -2.110 -2.156 -2.370 -0.518
O 3.744 4.664 -4.514 -0.422
O 1.917 1.980 0.785 -0.317
O 2.736 -0.993 -0.135 -0.263
O -1.468 -5.691 5.855 -0.377
O 2.244 -2.564 4.903 -0.476
O 3.247 -1.561 -3.862 -0.393
O -3.483 -3.815 4.509 -0.493
N -4.192 0.537 -3.653 -0.653
C -6.377 6.539 0.017 -0.282
C 0.057 -1.335 -3.105 -0.457
C 0.618 3.178 -3.283 0.256
C -0.314 5.562 -3.420 -1.438
C 1.620 -1.790 1.866 -0.601
C 3.590 5.591 -5.583 -0.187
C 3.325 -2.692 -2.995 0.188
C -3.009 -7.555 6.097 -1.096
C 7.397 -6.424 -1.562 -0.260
C 1.574 2.202 -4.019 -0.574
C 0.729 -3.697 6.420 -0.765
C -4.077 1.568 -4.501 -0.413
C 1.893 -3.831 5.461 -0.312
C 2.854 -1.137 1.274 -0.343
C -3.573 2.815 -4.210 -0.291
C -4.514 0.081 5.343 0.033
C -2.237 -2.101 3.309 -0.614
C -3.073 3.115 -2.940 -0.046
C 7.141 -7.664 -0.725 -1.046
C -3.460 -2.998 3.331 -0.458
C -3.180 2.049 -2.045 -0.047
C -3.736 0.856 -2.436 -0.752
C -1.027 -2.388 -3.262 -0.579
C 1.056 3.947 1.922 -1.095
C 2.088 2.832 1.910 -0.260
C -5.481 1.150 4.869 -1.205
C 4.765 6.553 -5.640 -1.195
C 2.332 1.349 -2.988 -0.492
C -2.403 -6.314 6.725 -0.206
C -6.883 5.313 -0.723 -0.799
C 4.755 -3.172 -2.832 -1.154
C 0.291 4.367 -4.176 0.271
H 1.748 0.464 -2.762 -0.631
H 7.863 -8.449 -0.953 0.334
H -3.534 -7.299 5.174 0.303
H 3.102 3.248 1.897 0.309
H -2.217 -1.492 2.405 0.354
H 3.786 5.165 -3.695 0.260
H 1.463 -2.776 1.424 0.305
H 2.493 -1.983 5.627 0.246
H 2.914 -2.369 -2.043 0.036
H 1.141 4.563 1.024 0.314
H 1.625 -4.481 4.629 0.272
H -3.190 -5.595 6.981 0.231
H 0.983 1.580 -4.691 0.302
H -1.942 -5.441 5.051 0.212
H 1.160 3.549 -2.414 0.095
H -4.377 -2.402 3.293 0.258
H 0.446 -4.661 6.831 0.184
H 3.738 -1.744 1.473 0.364
H 2.694 -3.498 -3.391 0.261
H -6.047 4.765 -1.158 0.114
H -1.327 -2.704 3.346 0.157
H 1.709 -1.900 2.947 0.122
H 5.380 -2.367 -2.442 0.272
H 7.208 -7.431 0.340 0.327
H 3.524 5.015 -6.505 0.281
H -0.342 -0.339 -3.314 0.296
H -2.465 -1.285 -2.583 0.263
H 0.430 -1.326 -2.079 0.117
H 2.016 2.517 -0.008 0.147
H -3.547 3.563 -4.990 0.368
H 3.582 -1.810 -4.728 0.221
H -0.633 -3.379 -3.034 0.312
H 1.182 4.589 2.796 0.372
H 6.137 -8.046 -0.911 0.278
H -5.227 2.119 5.304 0.345
H -5.426 1.256 3.785 0.314
H -4.420 1.382 -5.518 0.336
H 0.048 3.532 1.933 0.254
H 8.405 -6.038 -1.376 0.255
H -2.817 2.154 -1.032 0.464
H 5.699 6.005 -5.768 0.295
H -0.499 6.372 -4.129 0.452
H 2.244 2.820 -4.609 0.418
H -0.132 -3.271 5.906 0.091
H -1.864 -6.572 7.637 0.315
H 5.176 -3.472 -3.796 0.370
H 1.235 4.698 -4.617 -0.363
H -3.459 -3.674 2.478 0.378
H -7.216 7.095 0.458 0.262
H -2.227 -8.271 5.840 0.288
H 0.398 5.934 -2.678 0.330
H 3.011 -0.146 1.710 0.050
H 2.650 6.137 -5.451 0.229
H 0.983 -3.022 7.245 0.438
H 2.519 1.951 -2.101 0.422
H 7.310 -6.655 -2.623 0.281
H -6.223 7.668 -1.561 0.277
H 2.767 -4.259 5.964 0.296
H -3.820 0.071 -1.683 0.609
H -3.407 6.346 -2.739 -0.390
H 3.314 1.093 -3.373 0.416
H 0.732 -1.191 1.646 0.286
H -5.701 6.247 0.820 0.260
H -7.431 4.646 -0.053 0.315
H 6.519 -5.175 -0.354 0.251
H 1.964 -0.439 -0.294 0.045
H 4.844 7.119 -4.709 0.345
H -7.545 5.603 -1.543 0.323
H -6.506 0.903 5.147 0.328
H 4.656 7.259 -6.466 0.350
H 1.986 2.207 2.798 0.279
H -2.944 1.228 5.371 0.267
H -0.289 2.662 -2.974 -0.093
H -2.223 -1.440 4.170 0.108
H -4.759 -0.879 4.892 0.151
H -3.494 -3.230 5.272 0.288
H 4.811 -4.018 -2.154 0.306
H -3.716 -8.036 6.776 0.351
H -4.566 -0.027 6.432 0.252
H -1.405 -2.398 -4.291 0.308
H -0.357 4.081 -5.008 0.253
H 0.896 -1.519 -3.779 0.212
H -2.005 5.071 -0.560 -0.469
```


3.
DFT (ωB97M-V/def2-TZVPD) results for an isolated molecule of C23H24ClN3O2S.

* molecular weight: 441.98 g mol⁻¹
* energy above the lowest of the compared OMol25 structures with the same formula, charge and spin: 0.0 kcal per mole
* DFT total energy: -56165.0151 eV
* SMILES string: Cc1ccc(-c2nc(SCC(=O)NC[C@H]3CCCO3)c(-c3ccc(Cl)cc3)[nH]2)cc1

Structure (XYZ):
```
54
Properties=species:S:1:pos:R:3:nbo_charge:R:1
Cl -4.496 1.374 -7.595 0.005
S -0.075 -2.276 -3.300 0.276
O 2.169 -0.260 -2.499 -0.631
O 3.101 -1.394 2.160 -0.547
N -2.094 0.382 -1.291 -0.493
N -0.627 -1.209 -0.894 -0.494
N 2.162 -1.206 -0.453 -0.604
C -1.857 -0.223 -2.504 0.062
C -2.511 -0.696 -4.833 -0.176
C 2.523 -0.014 0.271 -0.244
C -0.627 -0.443 3.297 -0.233
C -3.106 1.421 -3.867 -0.150
C -1.095 0.781 3.767 -0.011
C 2.984 0.559 3.459 -0.436
C -3.718 1.792 -5.046 -0.243
C -1.337 -0.240 -0.350 0.344
C -1.661 1.666 2.858 -0.214
C -1.283 0.120 1.049 -0.113
C -3.117 -0.328 -6.016 -0.222
C -1.760 1.344 1.518 -0.180
C 3.585 -0.341 1.329 0.094
C -0.920 -1.207 -2.212 -0.025
C -0.712 -0.770 1.961 -0.117
C -3.724 0.914 -6.119 -0.034
C -1.002 1.122 5.222 -0.629
C 1.436 -2.544 -2.315 -0.605
C -2.494 0.170 -3.736 -0.072
C 3.065 -0.964 3.507 -0.060
C 1.949 -1.213 -1.783 0.681
C 3.865 0.857 2.247 -0.430
H -3.089 2.127 -3.049 0.194
H -4.186 2.760 -5.139 0.227
H -1.818 0.648 5.768 0.224
H 2.208 -1.437 3.988 0.184
H 2.154 -2.968 -3.017 0.252
H 1.634 0.401 0.764 0.190
H -2.192 2.062 0.835 0.200
H -3.124 -1.003 -6.857 0.230
H -0.342 -1.715 1.596 0.224
H -0.065 0.763 5.645 0.218
H 3.619 1.800 1.764 0.221
H -2.027 2.622 3.203 0.212
H -1.072 2.196 5.377 0.217
H 3.983 -1.285 4.022 0.162
H 1.956 0.874 3.273 0.211
H 4.492 -0.695 0.822 0.184
H -0.195 -1.146 3.994 0.211
H 4.915 0.874 2.539 0.211
H 1.214 -3.253 -1.520 0.224
H -2.048 -1.667 -4.748 0.225
H -2.762 1.117 -1.132 0.418
H 3.342 1.025 4.373 0.217
H 2.906 0.708 -0.453 0.236
H 1.877 -1.983 0.122 0.408
```